10 unconnected molecules or ions with the total composition C4H26NO12, computed with ωB97M-V with the def2-TZVPD basis set.

Geometry as XYZ:
```
43
Properties=species:S:1:pos:R:3:forces:R:3:nbo_charge:R:1
C -1.88593 2.74540 -0.08828 -4.334 0.708 -0.882 -0.42
N -1.82145 1.38420 0.41647 1.688 1.062 0.510 -0.68
C -0.42351 0.85300 0.06953 -1.890 -1.168 1.423 -0.19
C -0.81795 -0.19708 -1.00011 2.451 -0.385 0.094 -0.06
O -0.02527 0.04985 -2.13070 3.388 1.738 -1.049 -0.78
C 0.18448 0.00631 1.28119 0.571 -0.089 -0.429 0.81
O 1.30540 -0.53353 1.18118 -1.034 1.251 -0.425 -0.77
O -0.59647 -0.14050 2.24910 -0.615 0.157 0.676 -0.84
H -1.79781 2.86859 -1.21120 -0.305 -0.887 0.970 0.19
H -1.25158 3.52303 0.22730 1.659 0.607 1.236 0.16
H -2.94790 3.18622 0.19055 1.775 -0.878 -0.720 0.19
H -2.10576 1.27895 1.42284 0.761 0.342 -1.409 0.39
H 0.30141 1.68234 -0.28908 -1.263 -1.376 0.483 0.20
H -0.69916 -1.24324 -0.70817 0.897 0.247 0.550 0.18
H -1.83924 -0.26120 -1.26213 -1.205 1.153 -0.528 0.18
H 0.84210 0.58544 -1.85999 -2.700 -2.150 -0.467 0.49
H 1.20573 -1.77251 -3.30766 -0.579 -0.681 -0.254 0.47
H 0.90284 -1.02976 -4.49837 -0.389 0.001 -0.600 0.46
O 0.85054 -1.94642 -4.20396 0.892 0.644 0.786 -0.93
H -1.95767 -2.03846 1.72343 -0.214 0.163 -1.545 0.50
H -2.58859 -1.06305 0.73641 0.119 -0.081 -0.031 0.48
O -2.24615 -1.96905 0.76978 -0.180 -0.196 1.677 -0.97
H -2.37641 1.43856 4.18632 1.456 2.801 0.825 0.47
H -2.02923 0.15846 3.49607 0.777 -0.301 -0.373 0.50
O -2.72449 0.63570 3.93841 -2.236 -2.515 -0.451 -0.97
H 3.39735 -0.65155 -2.71836 0.150 -0.496 -0.220 0.48
H 3.75693 0.61201 -1.97074 -0.066 0.012 0.119 0.48
O 3.00461 0.08338 -2.25542 -0.203 0.508 0.131 -0.96
H -1.22024 -3.15928 -1.16529 0.838 0.544 0.656 0.47
H -2.67941 -3.42376 -1.17862 -0.300 0.125 0.324 0.47
O -1.87894 -3.61137 -1.66236 -0.561 -0.764 -0.962 -0.94
H 3.24326 -0.00790 2.39153 -0.523 0.150 0.392 0.49
H 2.61510 0.08895 3.77888 -2.459 -0.703 1.029 0.47
O 3.36612 0.30321 3.30077 2.860 0.631 -1.473 -0.96
H 3.11476 -1.83085 1.07811 -0.837 0.603 -0.943 0.49
H 2.58522 -1.18641 -0.34683 0.130 -0.282 1.493 0.51
O 3.11295 -1.86960 0.10831 1.307 -0.858 -0.879 -1.00
H 0.47082 1.19845 -3.58906 -0.715 1.450 -1.090 0.50
H -0.25151 2.50852 -4.11422 -1.076 0.435 0.526 0.47
O 0.47405 1.93570 -4.27143 1.585 -1.840 0.389 -0.98
H -0.93390 3.08832 2.37846 -1.086 1.613 -1.247 0.45
H -0.79257 1.57307 2.58210 1.309 1.735 0.958 0.49
O -0.45732 2.49935 2.90645 0.155 -3.033 0.728 -0.98
```
Positions in Å, forces in eV/Å.

The molar mass comes out at 280.2 Da. As for the spin multiplicity: 1. As for the charge: -1. The relative energy (zero: lowest compared OMol25 entry of this formula, charge and spin) is 75.9 kcal/mol.

=====

9 unconnected molecules or ions with the total composition C4H27N2O10, computed with ωB97M-V with the def2-TZVPD basis set.

Geometry as XYZ:
```
43
Properties=species:S:1:pos:R:3:forces:R:3:nbo_charge:R:1
N 1.75517 -0.03535 0.33090 1.294 0.596 -0.689 -0.73
C 1.78392 -1.29825 -0.61346 -5.027 0.903 1.580 -0.23
C 1.52494 -0.90218 -2.06547 0.223 2.962 -0.208 -0.26
N 0.12287 -0.32080 -2.22142 2.429 -1.874 1.186 -0.65
C -0.87716 -1.35491 -2.33476 1.440 0.573 0.022 -0.36
C -1.50977 -1.38333 -1.01656 -3.685 -3.407 1.364 0.80
O -2.73082 -2.10701 -1.17624 0.560 0.495 0.854 -0.74
O -1.15275 -1.05236 0.06191 0.617 0.783 0.501 -0.57
H 2.77000 0.26107 0.50273 -1.895 -0.138 -0.575 0.43
H 1.28429 0.81039 -0.11819 0.428 -1.634 0.726 0.45
H 1.39441 -0.16220 1.32355 -0.368 0.008 -1.241 0.48
H 0.86540 -1.90828 -0.28732 1.502 0.838 -0.252 0.26
H 2.58151 -1.79182 -0.19358 2.337 -1.439 -0.375 0.22
H 1.67156 -1.73726 -2.76737 0.259 0.205 0.327 0.22
H 2.22520 -0.01573 -2.27095 -0.829 -1.475 -0.280 0.23
H 0.07434 0.43689 -2.82828 0.235 1.153 -1.297 0.40
H -1.74448 -1.08670 -2.98344 1.171 -0.766 -0.413 0.25
H -0.23817 -2.31817 -2.45895 -2.154 0.908 -0.385 0.23
H -3.16091 -2.35861 -0.31045 1.001 0.710 -1.056 0.50
H 0.37562 5.36836 -0.06380 0.198 -0.740 0.086 0.48
H -0.35582 4.23462 -0.72779 -0.557 -0.382 -0.167 0.48
O 0.37609 4.39171 -0.13434 0.333 0.918 0.136 -0.96
H -1.21507 1.92758 3.12684 -2.680 -0.385 -2.230 0.46
H -2.03866 2.36291 1.88288 0.144 3.960 -3.543 0.46
O -2.01233 1.71772 2.48704 2.544 -3.485 5.751 -0.91
H 0.74746 0.77665 3.71752 1.831 -2.326 -2.009 0.50
H 2.18444 0.19266 3.21594 -0.677 0.203 0.416 0.48
O 1.22305 0.05392 3.11994 -0.950 2.013 1.758 -0.95
H -1.38429 -3.17192 3.82019 0.533 1.163 -1.797 0.46
H -0.88371 -1.88688 4.09433 0.674 1.725 0.846 0.47
O -1.01387 -2.37440 3.30347 -1.210 -3.084 0.897 -0.93
H -0.24939 -3.87886 1.58222 0.454 -0.257 -1.936 0.48
H 0.77999 -4.86406 1.44406 0.578 -0.599 -0.531 0.47
O 0.24498 -4.34978 0.83048 -1.009 1.099 2.465 -0.94
H 0.81874 2.92883 -2.69625 2.571 -2.790 -1.298 0.49
H 1.74547 2.30408 -3.86967 0.282 0.545 -1.278 0.48
O 1.47794 2.13547 -2.98555 -2.805 2.434 2.561 -0.97
H 3.42348 2.49200 1.70854 4.104 2.271 2.514 0.48
H 2.32222 2.90700 0.69329 -0.171 1.533 -0.475 0.51
O 2.72126 2.25215 1.23172 -3.781 -3.308 -1.916 -0.98
H -2.78608 2.17398 -1.74264 -2.004 -1.949 -4.118 0.47
H -3.23126 2.62844 -0.35915 1.211 -0.285 -1.277 0.48
O -2.46533 2.52009 -0.99082 0.849 2.325 5.359 -0.95
```
Positions in Å, forces in eV/Å.

The molar mass comes out at 263.3 Da. As for the spin multiplicity: 1. As for the charge: +1. The relative energy (zero: lowest compared OMol25 entry of this formula, charge and spin) is 119.8 kcal/mol.

=====

10 unconnected molecules or ions with the total composition C4H28N2O11, computed with ωB97M-V with the def2-TZVPD basis set.

Geometry as XYZ:
```
45
Properties=species:S:1:pos:R:3:forces:R:3:nbo_charge:R:1
C 1.85828 -0.03442 -0.05549 -0.149 1.978 0.815 -0.25
N 0.68027 -0.04909 -0.92183 0.527 0.246 -0.136 -0.61
C 0.45114 0.80848 -1.91929 0.067 0.203 -0.378 0.89
O 1.40428 1.80690 -1.98288 0.460 -0.268 0.409 -0.75
O -0.46182 0.80470 -2.72499 0.104 -0.461 0.068 -0.68
C 2.06630 -1.24998 0.77519 -0.656 -2.444 -0.603 -0.26
N 0.92855 -1.67306 1.64875 0.498 1.128 0.685 -0.67
C 1.27244 -1.74527 3.08933 -0.552 0.039 -0.350 -0.41
H 1.72525 0.79843 0.65165 -0.137 -0.073 -0.017 0.22
H 2.73278 0.30747 -0.60321 0.134 -0.657 -0.334 0.22
H 0.03567 -0.79573 -0.81657 -0.566 -0.646 -0.039 0.42
H 1.76136 1.81875 -2.87508 -0.207 0.210 -0.312 0.51
H 3.03999 -1.20911 1.26126 -0.236 0.493 0.573 0.21
H 2.17810 -2.17299 0.19326 0.389 0.483 -0.786 0.21
H 0.12290 -1.06493 1.56653 -0.027 0.155 -0.255 0.37
H 0.71508 -2.59533 3.48301 0.734 -0.340 0.272 0.20
H 0.96620 -0.91799 3.74397 -0.086 0.396 -0.547 0.18
H 2.35660 -1.76909 3.14113 -0.019 -0.719 0.472 0.19
H 1.02353 -3.85005 0.45583 0.133 0.100 0.632 0.47
H 1.05321 -4.69477 -0.72161 0.258 -0.319 0.184 0.48
O 1.45910 -4.65645 0.15842 -0.104 0.070 -0.364 -0.95
H -0.97001 -3.13259 -0.64034 0.132 -0.266 0.331 0.49
H -0.95891 -3.31500 -2.07632 0.279 -0.201 -0.274 0.48
O -0.35101 -3.40964 -1.33245 -0.814 0.712 -0.266 -0.97
H 0.50351 2.87224 2.35106 -0.032 -0.369 0.336 0.50
H -0.40393 1.61083 1.88467 -0.079 0.349 0.332 0.52
O 0.16654 2.35127 1.62036 -0.071 -0.355 -0.405 -0.99
H -3.33723 -2.60472 -2.21608 -0.194 0.183 -0.143 0.46
H -3.27162 -1.72401 -0.94585 0.020 -0.154 -0.418 0.50
O -3.31966 -2.64700 -1.25958 0.151 -0.215 0.465 -0.98
H 0.07440 3.18695 0.10970 -0.809 -0.020 0.122 0.50
H 0.32047 3.38689 -1.34995 -0.344 0.214 -0.161 0.48
O -0.29296 3.67722 -0.65726 0.753 -0.016 -0.108 -1.00
H 2.60027 3.79966 0.36408 0.759 -0.278 0.464 0.46
H 1.45211 4.38646 0.92371 -0.313 0.461 0.655 0.47
O 2.30969 4.07810 1.24781 -0.307 0.103 -1.166 -0.93
H -2.78436 0.89167 -1.12110 0.277 -0.260 -0.056 0.51
H -2.00041 -0.12056 -1.99027 -0.080 0.307 0.581 0.51
O -2.51257 -0.05784 -1.15453 -0.138 0.133 -0.478 -1.04
H -1.84145 0.31183 0.52791 -0.274 -0.218 -0.485 0.50
H -2.81510 0.21523 1.71193 -0.401 0.042 0.046 0.48
O -1.89701 0.13023 1.47072 0.998 0.142 0.736 -0.99
H -2.97722 2.37495 -2.35030 0.439 0.736 -0.245 0.49
H -2.22560 3.29590 -1.24167 0.582 -0.041 -0.420 0.53
O -2.83716 2.57542 -1.42365 -1.095 -0.569 0.572 -0.98
```
Positions in Å, forces in eV/Å.

The molar mass comes out at 280.3 Da. As for the spin multiplicity: 1. As for the SMILES: CNCCNC(=O)O.O.O.O.O.O.O.O.O.O. As for the charge: 0. The relative energy (zero: lowest compared OMol25 entry of this formula, charge and spin) is 47.6 kcal/mol.

=====

Number 1: HOMO-LUMO gap 8.7 eV. Number 2: HOMO-LUMO gap 9.3 eV. Number 3: HOMO-LUMO gap 9.1 eV.